A) Here is the molecule C5H10N2O2S from OMol25. Energies are from the ωB97M-V functional and the def2-TZVPD basis.

Geometry as ORCA input:
```
! RIJCOSX wB97M-V def2-TZVPD def2/J DEFGRID3
* xyz 0 1
H -0.91 3.17 0.75
C -1.21 -1.24 0.06
C -0.08 -1.63 1.07
N -1.68 0.14 0.21
O 0.35 0.95 -0.66
H -2.17 -1.78 0.26
H 1.29 -0.97 -1.95
H 2.35 -1.91 -1.00
H 0.65 -2.41 0.92
H 2.83 -0.10 -1.52
H -2.52 2.47 0.62
C -0.91 1.11 -0.07
H -1.68 2.99 -0.87
N 0.70 -0.46 1.39
S 1.49 0.14 0.25
O 2.38 1.22 0.57
H -0.97 -1.38 -0.98
H -0.50 -1.98 2.07
C 2.13 -0.83 -1.22
C -1.54 2.51 0.10
*
```

Values from the calculation:
HOMO level   -9.58 eV
Kohn-Sham gap   10.10 eV
SMILES string   CC1=NCCN=[S@](C)(=O)O1

Atom charges from the Mulliken analysis, given in e for atoms 1 to 6: H 0.273; C -0.521; C -0.482; N -0.423; O -0.361; H 0.347

B) Here is a cluster of 2 separate species, C5H10N2O2S in total from OMol25. Energies are from the ωB97M-V functional and the def2-TZVPD basis.

Geometry as ORCA input:
```
! RIJCOSX wB97M-V def2-TZVPD def2/J DEFGRID3
* xyz 0 1
H -0.91 0.22 1.74
H -1.40 -1.69 -0.48
C 0.77 -0.61 0.72
H 0.85 -1.60 1.30
O -0.37 3.40 -0.25
O -0.43 2.74 1.76
H -1.23 -2.06 1.26
H 2.26 -1.23 -0.77
C 1.09 0.33 -1.61
H -2.75 -1.16 0.53
C -1.65 -1.34 0.51
N -1.06 0.93 -0.12
N -0.39 2.59 0.59
H 1.42 0.07 1.37
C 1.18 -0.92 -0.76
H 0.70 -1.93 -1.16
H 1.81 1.16 -1.17
H 1.46 0.28 -2.66
C -0.77 -0.13 0.77
S -0.59 0.94 -1.56
*
```

Values from the calculation:
HOMO level (alpha / beta)   -8.61 / -8.61 eV
Kohn-Sham gap (alpha / beta)   8.43 / 8.43 eV

Atom charges from the Mulliken analysis, given in e for atoms 1 to 6: H 0.478; H 0.285; C -0.596; H 0.333; O -0.524; O -0.571

Stability summary: most stable A), least stable B).

A) Here is a cluster of 13 separate species, H26O13 in total from OMol25. Energies are from the ωB97M-V functional and the def2-TZVPD basis.

Geometry as ORCA input:
```
! RIJCOSX wB97M-V def2-TZVPD def2/J DEFGRID3
* xyz 0 1
O 0.40 -3.35 -0.42
O 1.09 3.01 -2.63
H 1.06 2.09 -2.89
O -0.56 2.08 -0.63
H -0.17 2.61 0.09
H -1.33 -0.54 -4.12
H 0.14 -3.70 -1.29
H 0.62 -0.38 0.65
O -0.86 -0.25 -3.36
H 0.70 0.47 3.20
O -2.08 -1.29 -1.18
H -3.68 1.70 -0.63
H -2.60 -0.50 -1.30
H 2.12 0.10 2.97
H -1.56 -1.04 -0.47
H 1.94 3.30 1.98
O 1.55 2.78 1.28
H -2.15 0.50 2.01
H 0.86 0.06 -3.24
H 0.46 0.29 -0.63
H 0.43 3.46 -3.12
H -1.32 -0.79 2.29
H -0.05 2.36 -1.40
H 0.32 -1.96 3.14
O -2.97 1.25 -1.05
O 1.73 0.38 -3.04
O 1.34 0.45 2.49
H -1.20 -0.73 -2.61
O 1.98 -2.80 2.52
H 1.30 1.93 1.71
H 2.22 -0.25 -2.53
O 0.44 -0.59 -0.26
H 2.33 -2.58 1.65
H -2.17 1.70 -0.84
H -0.79 -1.85 4.14
O -0.63 -1.96 3.26
O -2.00 -0.43 1.72
H 2.79 -3.16 2.91
H 0.30 -2.39 -0.40
*
```

Values from the calculation:
HOMO level   -10.22 eV
Kohn-Sham gap   9.83 eV

Atom charges from the Mulliken analysis, given in e for atoms 1 to 6: O -0.647; O -0.735; H 0.423; O -0.735; H 0.252; H 0.249

B) Here is a cluster of 13 separate species, H26O13 in total from OMol25. Energies are from the ωB97M-V functional and the def2-TZVPD basis.

Geometry as ORCA input:
```
! RIJCOSX wB97M-V def2-TZVPD def2/J DEFGRID3
* xyz 0 1
H -0.26 -2.96 -0.47
H 0.35 0.22 -1.94
H -4.22 0.36 -0.63
H -0.85 2.32 2.29
O -0.09 0.20 -0.18
O 2.97 -1.76 -2.19
O -2.46 2.55 -0.38
H 0.11 1.33 1.75
H 1.74 -2.54 0.51
H -2.29 -2.40 -0.28
O -3.09 -0.04 2.74
H 0.06 -4.34 -0.93
O 0.24 -3.73 -0.27
H 2.43 0.85 -1.38
H -1.52 2.55 -0.10
H 3.90 0.78 -0.85
O 3.07 1.29 -0.83
O 2.24 1.09 1.67
H -2.93 3.13 0.27
O -3.67 0.38 0.17
H -2.26 0.38 2.49
H 2.39 0.23 2.10
O 0.47 2.93 -0.51
H -2.88 -1.26 0.54
O -0.78 1.39 2.10
H 2.59 1.02 0.79
O 1.01 0.25 -2.72
O -2.35 -2.03 0.59
H 2.58 -1.51 1.10
H 0.67 -0.37 -0.06
H 1.54 -0.55 -2.60
H 2.59 -2.53 -2.53
H 0.64 2.01 -0.32
O 1.98 -1.59 0.35
H 0.70 3.12 -1.40
H 2.88 -1.87 -1.26
H -0.70 -0.13 0.48
H -3.18 1.17 -0.03
H -3.62 0.05 1.93
*
```

Values from the calculation:
HOMO level   -9.98 eV
Kohn-Sham gap   9.64 eV

Atom charges from the Mulliken analysis, given in e for atoms 1 to 6: H 0.283; H 0.388; H 0.284; H 0.302; O -0.345; O -0.674

C) Here is a cluster of 13 separate species, H26O13 in total from OMol25. Energies are from the ωB97M-V functional and the def2-TZVPD basis.

Geometry as ORCA input:
```
! RIJCOSX wB97M-V def2-TZVPD def2/J DEFGRID3
* xyz 0 1
H -2.14 2.57 -1.51
O 0.20 3.06 -0.61
H -0.58 2.72 1.07
O 2.49 0.01 -2.52
O -1.02 3.06 1.87
H 1.22 -3.45 -2.85
O -2.38 1.64 -1.43
O 1.48 2.74 3.52
H -3.31 1.37 1.45
H -2.09 1.40 -0.53
H 2.34 0.39 -3.39
O 2.90 -1.09 0.23
H 3.65 -0.72 0.71
H 1.62 -0.36 -2.26
H 0.15 3.95 -0.24
H 1.42 -3.16 2.00
H 3.20 -1.19 -0.68
O -0.30 -3.93 0.91
H -0.54 3.87 2.11
O 1.71 -2.36 2.45
O 1.26 -2.97 -2.01
H -0.59 -3.14 0.43
H -0.85 -0.25 -3.32
H -3.20 -2.22 -0.46
O -0.32 -0.31 -2.51
H -0.83 0.19 -1.85
H 0.83 -2.12 -2.19
H 0.06 3.18 -1.55
H 0.60 2.35 3.46
H 2.07 -1.78 1.75
H 0.15 -0.41 0.19
H -2.58 -1.01 0.26
O -0.34 0.38 0.49
H 1.92 2.45 2.71
H -2.40 0.27 2.00
H 0.33 1.06 0.56
O -3.07 0.44 1.32
O -2.43 -1.95 0.04
H -0.63 -4.66 0.38
*
```

Values from the calculation:
HOMO level   -9.91 eV
Kohn-Sham gap   9.50 eV

Atom charges from the Mulliken analysis, given in e for atoms 1 to 6: H 0.292; O -0.597; H 0.330; O -0.634; O -0.598; H 0.265

Stability summary: most stable A), least stable C).

A) Here is the molecule C4H8O3 from OMol25. Energies are from the ωB97M-V functional and the def2-TZVPD basis.

Geometry as ORCA input:
```
! RIJCOSX wB97M-V def2-TZVPD def2/J DEFGRID3
* xyz 0 1
C -0.80 -0.55 -0.07
H 0.24 1.90 0.42
H 0.82 -1.31 -1.20
C -0.08 -0.10 1.17
C -0.19 -1.65 -0.91
H 2.69 1.02 0.23
H 0.53 -0.91 1.58
O -1.83 -0.02 -0.44
O -0.98 -1.94 -2.02
H 1.26 1.47 1.80
H -0.06 -2.54 -0.28
O 1.84 0.65 -0.04
H -0.83 0.20 1.91
C 0.83 1.09 0.87
H -1.71 -1.30 -2.00
*
```

Values from the calculation:
HOMO level   -10.13 eV
Kohn-Sham gap   10.70 eV
SMILES string   O=C(CO)CCO

Atom charges from the Mulliken analysis, given in e for atoms 1 to 6: C 0.740; H 0.259; H 0.249; C -0.627; C -0.478; H 0.302

B) Here is a cluster of 2 separate species, C4H8O3 in total from OMol25. Energies are from the ωB97M-V functional and the def2-TZVPD basis.

Geometry as ORCA input:
```
! RIJCOSX wB97M-V def2-TZVPD def2/J DEFGRID3
* xyz 0 1
H 0.26 1.06 1.84
H -1.37 1.57 1.23
O -1.39 -0.80 2.31
C -1.55 -0.83 1.12
H 0.59 -0.61 0.06
H 1.65 -3.50 -2.71
H 0.77 3.17 0.97
H -2.42 -1.28 0.53
O 1.53 -2.55 -2.44
O 0.76 2.40 -0.96
C -0.49 -0.16 0.23
C -0.33 1.26 0.96
H 2.35 -2.09 -2.54
H -0.77 0.02 -0.83
C 0.43 2.32 0.24
*
```

Values from the calculation:
HOMO level   -9.97 eV
Kohn-Sham gap   10.64 eV
SMILES string   O=CCCC=O.O

Atom charges from the Mulliken analysis, given in e for atoms 1 to 6: H 0.321; H 0.343; O -0.450; C 0.075; H 0.242; H 0.320

C) Here is the molecule C4H8O3 from OMol25. Energies are from the ωB97M-V functional and the def2-TZVPD basis.

Geometry as ORCA input:
```
! RIJCOSX wB97M-V def2-TZVPD def2/J DEFGRID3
* xyz 0 1
H -3.63 0.19 0.30
H -2.64 0.41 -1.16
H 0.52 1.03 1.79
H 0.60 -1.16 -0.86
H 3.37 -0.77 -0.34
H -2.78 -1.21 -0.42
C -2.73 -0.14 -0.22
C 1.98 0.51 0.16
C -0.41 -0.01 0.23
O 2.50 -0.83 0.08
O -1.66 0.17 0.67
H 1.86 0.89 -0.87
C 0.65 0.53 0.84
H 2.67 1.18 0.68
O -0.30 -0.78 -0.88
*
```

Values from the calculation:
HOMO level   -8.25 eV
Kohn-Sham gap   9.01 eV
SMILES string   CO/C(O)=C/CO

Atom charges from the Mulliken analysis, given in e for atoms 1 to 6: H 0.222; H 0.304; H 0.366; H 0.403; H 0.310; H 0.275

D) Here is a cluster of 2 separate species, C4H8O3 in total from OMol25. Energies are from the ωB97M-V functional and the def2-TZVPD basis.

Geometry as ORCA input:
```
! RIJCOSX wB97M-V def2-TZVPD def2/J DEFGRID3
* xyz 0 1
H 4.28 -2.55 2.15
H -3.11 -0.74 -0.15
H -1.84 1.82 0.40
C -3.11 0.30 -0.44
H -1.51 0.19 1.00
H -1.05 1.04 -1.93
C -1.80 0.80 0.06
H 5.41 -2.23 1.02
H 0.70 1.98 0.00
O 1.69 0.22 -0.45
C 0.70 0.89 -0.47
O -3.99 0.95 -1.00
H -0.88 -0.51 -1.14
O 5.16 -2.61 1.86
C -0.65 0.44 -0.94
*
```

Values from the calculation:
HOMO level   -10.35 eV
Kohn-Sham gap   10.81 eV
SMILES string   O=CCCC=O.O

Atom charges from the Mulliken analysis, given in e for atoms 1 to 6: H 0.310; H 0.340; H 0.439; C -0.009; H 0.268; H 0.262

Stability summary: most stable A), least stable D).